This record from the OMol25 dataset describes a 9-piece molecular cluster, C27H52Br16NOPSi overall at a distorted geometry. The level of theory is ωB97M-V/def2-TZVPD.

Each line ends with the Löwdin charge.
Cartesian coordinates (Å):
C: 3.52214 -1.11913 0.45798  -0.042
C: 2.03284 -1.19072 0.71298  -0.281
C: 1.35366 -0.14091 1.28509  -0.055
C: 0.00434 -0.26303 1.51467  -0.047
C: -0.71546 -1.38389 1.19189  -0.141
C: -2.20759 -1.37687 1.47410  -0.338
C: -3.08017 -1.72157 0.25730  -0.053
C: -2.52825 -2.23981 2.72850  -0.047
C: -0.03680 -2.45021 0.61881  -0.236
O: -0.76095 -3.57272 0.28600  -0.138
C: -0.11791 -4.82019 0.60500  -0.371
Si: -1.31427 -5.90546 1.65974  0.575
P: -0.31841 -6.25922 3.66342  0.531
N: -0.13063 -7.82130 3.94259  -0.389
C: 1.30824 -2.30830 0.38259  0.007
H: 4.00378 -2.03202 0.82178  0.079
H: 3.69541 -0.99239 -0.61326  0.083
H: 3.96758 -0.30485 1.03316  0.074
H: 1.88870 0.77025 1.53552  0.108
H: -0.54325 0.57446 1.93942  0.068
H: -2.46571 -0.34466 1.73758  0.109
H: -3.02082 -0.93654 -0.50291  0.079
H: -4.12455 -1.76876 0.58775  0.077
H: -2.82686 -2.67737 -0.20166  0.069
H: -3.49874 -2.73107 2.60845  0.070
H: -1.74150 -2.99053 2.84372  0.051
H: -2.57766 -1.62755 3.63194  0.075
H: 0.79907 -4.70682 1.18627  0.056
H: 0.06043 -5.34667 -0.33460  0.039
H: -2.59836 -5.22753 1.90603  -0.060
H: -1.55968 -7.21624 1.03751  -0.061
H: 0.93545 -5.59565 3.57148  -0.026
H: -1.05451 -5.57586 4.67126  -0.044
H: 0.87588 -7.96413 4.02429  -0.058
H: 1.83571 -3.14959 -0.07066  0.129
Br: 1.88892 -10.80081 5.58723  0.585
C: 0.20346 -10.94654 4.62025  -0.722
C: -0.51607 -12.22419 4.95543  -0.698
Br: 0.28268 -13.76107 4.06131  0.585
H: 0.43757 -10.85424 3.56497  0.047
H: -0.37836 -10.08204 4.93237  0.022
H: -1.54201 -12.18707 4.59509  0.056
H: -0.51430 -12.44457 6.01833  0.048
Br: -0.34070 3.28566 0.24458  0.652
C: -1.16493 4.59492 1.42859  -0.668
C: -1.08345 4.16501 2.86710  -0.713
Br: -2.38615 2.77598 3.27315  0.611
H: -2.18601 4.73192 1.08224  0.017
H: -0.60472 5.51553 1.27331  0.060
H: -1.33885 4.98970 3.53037  -0.072
H: -0.10810 3.77198 3.13893  0.054
Br: -3.72052 1.64785 -3.67480  0.608
C: -3.62898 3.58986 -3.57815  -0.695
C: -3.09917 4.05162 -2.24557  -0.728
Br: -4.44200 3.91474 -0.84378  0.633
H: -4.62407 3.96409 -3.79758  0.052
H: -2.94842 3.88496 -4.37630  0.026
H: -2.83560 5.10738 -2.28581  0.033
H: -2.23926 3.47748 -1.91079  -0.013
Br: 0.44721 1.35260 -3.34953  0.608
C: 0.49670 3.06393 -4.26700  -0.742
C: 0.09034 2.93176 -5.70942  -0.715
Br: 1.52090 2.16945 -6.78829  0.612
H: 1.50028 3.46211 -4.14236  0.049
H: -0.20746 3.68999 -3.72834  -0.021
H: -0.10204 3.91119 -6.14219  0.023
H: -0.78147 2.29782 -5.84540  0.048
Br: 1.66295 -7.71348 0.03378  0.659
C: 1.66861 -7.73407 -1.91324  -0.678
C: 1.91999 -9.11817 -2.44819  -0.701
Br: 3.79572 -9.61071 -2.30060  0.610
H: 2.41395 -7.01327 -2.23467  0.053
H: 0.67945 -7.38577 -2.20639  0.060
H: 1.69515 -9.16097 -3.51192  0.058
H: 1.35098 -9.88212 -1.92762  0.051
Br: 0.52748 6.32588 6.21203  0.614
C: -1.04100 7.29442 6.83697  -0.694
C: -2.28953 6.46692 6.69493  -0.670
Br: -2.88860 6.39949 4.84560  0.691
H: -1.08284 8.22268 6.27605  0.050
H: -0.84522 7.51329 7.88471  0.058
H: -3.11230 6.91710 7.24669  0.059
H: -2.15831 5.43964 7.02059  0.056
Br: 0.72881 8.15083 -1.65962  0.615
C: 1.50343 6.86593 -2.89792  -0.697
C: 0.93029 7.01507 -4.28200  -0.709
Br: -0.85897 6.25200 -4.39449  0.705
H: 1.33696 5.87979 -2.47272  0.044
H: 2.57002 7.08281 -2.90519  0.039
H: 1.52301 6.45862 -5.00395  0.009
H: 0.85313 8.04840 -4.60361  0.029
Br: 3.85979 9.47554 -4.73665  0.640
C: 4.66588 8.21905 -5.98693  -0.683
C: 4.11910 8.39145 -7.37925  -0.680
Br: 2.33628 7.63062 -7.53458  0.657
H: 4.49252 7.22466 -5.58717  0.050
H: 5.73182 8.43614 -5.96526  0.059
H: 4.72963 7.84755 -8.09714  0.060
H: 4.04522 9.43058 -7.68393  0.052

Results
HOMO energy = -8.21 eV
frontier orbital gap = 8.3 eV
maximum force = 0.038 hartree/bohr
electronic energy = -1170225.70458 eV
ΔE to the lowest compared entry with this formula, charge and spin = 0.399 eV
LUMO energy = 0.1 eV

This record from the OMol25 dataset describes C27H52Cl2GdN3O4Si as an isolated structure at a distorted geometry. The level of theory is ωB97M-V/def2-TZVPD.

Each line ends with the Löwdin charge.
Cartesian coordinates (Å):
C: -1.09033 -0.49476 -4.07192  -0.041
C: -0.65277 -1.71541 -3.32790  -0.243
H: -0.75804 -0.53234 -5.10804  0.063
H: -0.70640 0.41034 -3.59331  0.037
H: -2.18352 -0.41543 -4.09400  0.095
C: -0.06098 -2.79005 -3.89559  -0.119
C: 0.32301 -2.91509 -5.33788  -0.104
H: 0.11126 -3.70615 -3.31538  0.102
H: 0.35727 -1.95809 -5.88557  0.064
H: -0.38418 -3.55956 -5.88342  0.076
H: 1.30391 -3.40712 -5.43866  0.064
Gd: 0.44115 0.42820 0.58725  1.261
Cl: 1.45922 2.59539 -0.16630  0.032
C: -0.00611 -2.44249 2.24218  -0.256
O: 0.65757 -1.38288 2.04573  -0.169
N: 0.46081 -3.46360 2.94587  -0.156
C: 1.81054 -3.39692 3.48700  -0.016
C: -0.29645 -4.68938 3.18098  -0.035
H: -1.02288 -2.55287 1.81719  0.147
H: 2.21491 -2.40402 3.28144  0.092
H: 2.44040 -4.16642 3.03301  0.095
H: 1.77566 -3.57793 4.56355  0.093
H: -1.31953 -4.55034 2.81769  0.093
H: -0.31441 -4.92769 4.25013  0.091
H: 0.15935 -5.54428 2.66736  0.083
H: 1.06377 3.38140 5.71455  0.094
H: -0.56414 5.16435 4.95643  0.093
C: 1.51126 3.40460 4.71588  -0.023
C: -0.13311 5.08394 3.94816  -0.033
N: 0.49463 3.77393 3.74082  -0.164
H: 1.91079 2.42617 4.45423  0.090
C: 0.13963 2.95575 2.75733  -0.311
O: 0.50773 1.74577 2.65913  -0.204
H: -0.92895 5.22618 3.21394  0.088
H: -0.52320 3.39991 1.99670  0.115
H: 2.30948 4.15038 4.71337  0.095
H: 0.58355 5.90985 3.84878  0.093
H: 1.43364 -0.32932 -3.00378  0.073
H: 2.78968 -3.08452 -3.16420  0.082
C: 2.50102 -0.17820 -2.78704  -0.003
C: 3.58756 -2.42762 -2.78201  -0.038
N: 3.03127 -1.30798 -2.02577  -0.165
H: 2.61098 0.75534 -2.22848  0.075
C: 3.08505 -1.29957 -0.68251  -0.281
O: 2.52650 -0.43310 0.02738  -0.187
H: 4.24302 -3.01106 -2.12639  0.089
H: 3.66520 -2.13207 -0.24502  0.150
H: 3.04676 -0.13470 -3.73506  0.094
H: 4.15818 -2.04124 -3.63401  0.092
O: -0.33908 -0.62270 -1.21862  -0.381
C: -0.97682 -1.67881 -1.84277  -0.400
C: 0.55868 -3.47207 -0.94422  -0.055
C: -0.74548 -3.00817 -1.10573  -0.180
H: 1.38217 -2.82610 -1.27776  0.093
C: 0.78289 -4.75125 -0.44038  -0.082
H: -2.07194 -1.50611 -1.83321  0.138
C: -1.82473 -3.78872 -0.70703  -0.039
H: 1.80785 -5.09709 -0.32278  0.102
C: -0.30226 -5.57246 -0.12840  -0.117
C: -1.61082 -5.07939 -0.24258  -0.091
H: -2.82645 -3.35499 -0.82306  0.123
H: -0.12575 -6.59708 0.19754  0.099
H: -2.45740 -5.71506 0.02864  0.104
Si: -0.12916 5.08477 -2.08121  0.123
Cl: -0.60600 3.17534 -2.83728  0.290
C: 1.69434 5.32726 -1.65231  -0.258
C: -1.17082 5.29018 -0.54482  -0.223
C: -0.52568 6.40853 -3.36914  -0.223
H: 2.18680 4.38491 -1.38150  -0.084
H: 1.75794 5.99039 -0.78177  0.030
H: 2.26635 5.77579 -2.47776  0.026
H: 0.21412 6.43699 -4.17852  0.026
H: -0.54105 7.41197 -2.91555  0.032
H: -1.50729 6.26200 -3.84230  0.024
H: -1.07873 4.42452 0.11750  -0.010
H: -2.23197 5.40789 -0.81931  0.036
H: -0.85974 6.18790 0.00330  0.032
C: -4.25587 0.51447 2.19940  -0.105
C: -2.76100 0.82817 2.27309  -0.542
C: -2.15001 0.17739 3.51987  -0.095
C: -2.08982 0.42274 0.98596  -0.238
H: -4.40738 -0.56488 2.08015  0.075
H: -4.71315 1.02348 1.34481  0.074
H: -4.77494 0.83779 3.10761  0.066
H: -2.63394 1.92024 2.36058  0.113
H: -2.25268 -0.91461 3.49294  0.070
H: -1.08998 0.42602 3.62552  0.046
H: -2.67119 0.54283 4.41390  0.073
H: -2.38338 1.06983 0.14828  0.040
H: -2.30645 -0.62116 0.73511  0.027

Results
HOMO energy (spin up / spin down) = -6.26 / -6.63 eV
multiplicity = 8
frontier orbital gap (spin up / spin down) = 6.7 / 7.0 eV
maximum force = 0.053 hartree/bohr
electronic energy = -95264.70399 eV
ΔE to the lowest compared entry with this formula, charge and spin = 0.000 eV
LUMO energy (spin up / spin down) = 0.4 / 0.4 eV

Question: Among the records above, which one has the lowest ΔE to the lowest compared entry with this formula, charge and spin?
Answer: C27H52Cl2GdN3O4Si

Question: What is the electronic energy in the first record?
Answer: -1170225.70458 eV

Question: Which value of maximum force does entry 1 give?
Answer: 0.038 hartree/bohr

Question: Which value of ΔE to the lowest compared entry with this formula, charge and spin does entry 2 give?
Answer: 0.000 eV